Record 1
Formula: C15H23NORhSSiTe
Source: OMol25
Level of theory: ωB97M-V/def2-TZVPD

Geometry (Å):
1 Rh 8.3061 10.1592 8.2801
2 C 10.9772 12.0781 8.0061
3 C 10.9629 10.7618 7.2711
4 C 12.0704 10.3818 6.4532
5 C 12.0802 9.2424 5.6876
6 C 10.9748 8.3668 5.7936
7 C 10.9193 7.1229 5.1339
8 C 9.8032 6.2921 5.1322
9 C 8.6506 6.6746 5.8469
10 C 8.6814 7.8613 6.6109
11 S 7.3028 8.2975 7.5737
12 C 9.8666 8.7280 6.5807
13 N 9.9056 9.9011 7.2708
14 H 11.6709 12.7126 7.4561
15 H 11.3541 11.8927 9.0129
16 H 9.9746 12.5289 8.0273
17 H 12.9502 11.0353 6.4353
18 H 12.9258 9.0492 5.0321
19 H 11.8341 6.8230 4.6115
20 H 9.8840 5.3531 4.5772
21 H 7.7005 6.1023 5.8163
22 C 5.2537 13.2796 6.9082
23 Si 6.6977 13.1957 8.1617
24 C 7.5818 14.7618 7.6876
25 C 5.8589 13.4423 9.8210
26 O 7.6649 11.9433 7.9074
27 H 4.7216 14.1899 7.1138
28 H 4.5470 12.4700 7.0260
29 H 5.6486 13.2756 5.9090
30 H 6.8713 15.5655 7.6100
31 H 8.1016 14.6569 6.7332
32 H 8.2918 15.0706 8.4479
33 H 5.4165 14.4115 9.9913
34 H 6.5763 13.2350 10.6091
35 H 5.0581 12.7183 9.9283
36 C 7.4742 10.2878 11.9941
37 Te 9.0862 9.6795 10.6868
38 C 8.5929 7.5825 10.7973
39 H 6.5283 10.0563 11.5246
40 H 7.5476 11.3756 12.1713
41 H 7.5501 9.7367 12.9187
42 H 8.3794 7.3237 11.8230
43 H 9.4164 6.9732 10.4306
44 H 7.7220 7.3535 10.1643

Properties
E_tot = -48473.3688 eV
Energy relative to the best compared isomer or geometry (same formula, charge and spin) = 0.971 eV
Kohn-Sham gap (spin up / spin down) = 7.038 / 5.630 eV
Multiplicity = 5
HOMO (spin up / spin down) = -0.403 / -0.426 Eh
Charge = +1
⟨S²⟩ = 6.037

These are the natural (NBO) partial charges, in e, on atoms 1 to 8:
1 Rh 0.878
2 C -0.679
3 C 0.311
4 C -0.249
5 C -0.078
6 C -0.105
7 C -0.120
8 C -0.210

---

Record 2
Formula: CH3BrI2Si
Source: OMol25
Level of theory: ωB97M-V/def2-TZVPD

Geometry (Å):
1 C 0.2262 1.1821 -1.6671
2 Si -0.1642 -0.8905 1.1574
3 Br 1.8488 -1.9520 1.5852
4 I -0.7426 0.6325 3.1011
5 I -1.9073 -2.5276 0.7559
6 H -0.1914 0.1954 -2.0268
7 H -0.2319 1.7659 -0.8434
8 H 1.1625 1.5942 -2.0623

Properties
E_tot = -95206.9414 eV
Energy relative to the best compared isomer or geometry (same formula, charge and spin) = 3.275 eV
Kohn-Sham gap (spin up / spin down) = 7.845 / 6.867 eV
Multiplicity = 1
HOMO (spin up / spin down) = -0.309 / -0.339 Eh

Charges in e, computed with natural (NBO), in the same order as the atoms:
1 C -0.511
2 Si 0.604
3 Br -0.310
4 I -0.182
5 I -0.145
6 H 0.187
7 H 0.179
8 H 0.178

---

Record 3
Formula: C43H69I2OP2S3SiYb
Source: OMol25
Level of theory: ωB97M-V/def2-TZVPD

Geometry (Å):
1 Yb 0.3230 0.9815 0.6894
2 C -4.0248 1.1854 1.5162
3 Si -2.7103 0.5811 0.2754
4 C -3.0756 1.3445 -1.4505
5 C -4.4029 1.6911 -1.7341
6 C -4.7598 2.4615 -2.8277
7 C -3.7930 2.8573 -3.7314
8 C -2.4597 2.5672 -3.4884
9 C -2.0891 1.8417 -2.3614
10 P -0.2973 1.4445 -2.2281
11 C -0.0262 0.0836 -3.5139
12 C 0.2087 0.4984 -4.9834
13 C 0.3844 -0.7297 -5.9169
14 C -0.7554 -1.7737 -5.7735
15 C -0.9517 -2.1937 -4.3080
16 C -1.1235 -0.9911 -3.3526
17 C 0.6819 2.8619 -2.9754
18 C 2.1964 2.6071 -2.6979
19 C 2.7337 3.3668 -1.4960
20 C 2.6142 4.9085 -1.6142
21 C 1.3614 5.3416 -2.4206
22 C 0.2324 4.2842 -2.5194
23 C -2.9703 -1.3561 0.1662
24 C -4.3045 -1.7432 0.0205
25 C -4.7294 -3.0553 0.2345
26 C -3.7934 -4.0318 0.5380
27 C -2.4617 -3.6937 0.6417
28 C -2.0259 -2.3796 0.4420
29 P -0.2151 -2.0449 0.4568
30 C 0.4080 -3.5324 -0.5271
31 C 1.5861 -3.1214 -1.4411
32 C 1.9874 -4.2486 -2.4232
33 C 2.1696 -5.6317 -1.7496
34 C 1.1046 -5.9382 -0.6708
35 C 0.8141 -4.7740 0.2783
36 C 0.3707 -2.1213 2.2749
37 C 1.9336 -2.3159 2.4043
38 C 2.3398 -3.2006 3.5987
39 C 1.5555 -2.8705 4.8790
40 C 0.0279 -2.9417 4.6753
41 C -0.4330 -3.0583 3.2073
42 H -4.8482 0.4505 1.6428
43 H -3.5349 1.2802 2.5034
44 H -4.4333 2.1854 1.2810
45 H -5.1942 1.3468 -1.0474
46 H -5.7991 2.7210 -2.9753
47 H -4.0649 3.3977 -4.6387
48 H -1.6780 2.9603 -4.1430
49 H 0.9159 -0.3784 -3.1698
50 H -0.6391 1.1372 -5.3150
51 H 1.1184 1.1500 -5.0436
52 H 0.4555 -0.3883 -6.9477
53 H 1.3695 -1.2015 -5.6926
54 H -1.6833 -1.3542 -6.1713
55 H -0.5336 -2.6424 -6.4372
56 H -1.8447 -2.8455 -4.1706
57 H -0.0995 -2.8364 -3.9716
58 H -2.1203 -0.5452 -3.5362
59 H -1.1430 -1.3410 -2.3020
60 H 0.5200 2.8117 -4.0646
61 H 2.3812 1.5113 -2.5875
62 H 2.8056 2.9108 -3.5902
63 H 2.2131 3.0471 -0.5762
64 H 3.8113 3.0910 -1.3124
65 H 2.6143 5.3659 -0.5928
66 H 3.5430 5.3487 -2.0873
67 H 0.8827 6.2440 -1.9816
68 H 1.6434 5.6519 -3.4457
69 H -0.3007 4.2604 -1.5230
70 H -0.5057 4.6417 -3.2738
71 H -5.0238 -0.9793 -0.2712
72 H -5.7897 -3.2902 0.1152
73 H -4.1019 -5.0681 0.6590
74 H -1.7143 -4.4503 0.9797
75 H -0.4621 -3.7863 -1.1727
76 H 1.3390 -2.1863 -1.9694
77 H 2.4735 -2.8853 -0.7957
78 H 1.2026 -4.3012 -3.2348
79 H 2.9133 -3.9581 -2.9825
80 H 2.1690 -6.4018 -2.5393
81 H 3.1920 -5.7206 -1.3151
82 H 0.1450 -6.2218 -1.1610
83 H 1.3615 -6.8349 -0.0756
84 H 0.0590 -5.0799 1.0341
85 H 1.7352 -4.5227 0.8806
86 H 0.1126 -1.1008 2.6322
87 H 2.3615 -2.6723 1.4444
88 H 2.4019 -1.3069 2.5288
89 H 2.1657 -4.2843 3.3403
90 H 3.4331 -3.0701 3.8054
91 H 1.8796 -3.5453 5.7043
92 H 1.8572 -1.8580 5.2318
93 H -0.3865 -3.8016 5.2525
94 H -0.4917 -2.0661 5.1156
95 H -0.3306 -4.1159 2.8721
96 H -1.5192 -2.8315 3.1697
97 C -0.4755 3.3854 5.8565
98 C -0.3145 1.8847 5.6720
99 S 0.3030 1.3361 4.0276
100 C 2.1210 1.1310 4.3540
101 C 2.9495 2.2780 3.7901
102 S 2.2142 3.0438 2.3161
103 C 1.9054 4.7436 2.8837
104 C 0.6840 4.8914 3.8045
105 S 0.9999 4.4084 5.5326
106 H -0.7395 3.6084 6.8956
107 H -1.3346 3.7807 5.2794
108 H -1.3237 1.4418 5.7410
109 H 0.2982 1.4275 6.4818
110 H 2.4230 0.1552 3.9252
111 H 2.2672 1.0455 5.4491
112 H 3.9777 1.9520 3.4839
113 H 3.1450 3.0748 4.5393
114 H 1.7243 5.2940 1.9326
115 H 2.8419 5.1683 3.3405
116 H -0.1466 4.2702 3.4406
117 H 0.2622 5.9068 3.8083
118 O 2.5165 0.4245 0.4132
119 H 2.8908 -0.3854 -0.0036
120 H 3.2921 0.9314 0.7387
121 I -1.4476 3.4232 0.9943
122 I -1.4982 6.5766 1.1313

Properties
E_tot = -154438.8089 eV
Kohn-Sham gap (spin up / spin down) = 5.502 / 5.322 eV
Multiplicity = 2
HOMO (spin up / spin down) = -0.478 / -0.478 Eh
Charge = +2
⟨S²⟩ = 1.210

These are the Mulliken partial charges, in e, on atoms 1 to 8:
1 Yb 0.638
2 C -1.181
3 Si 0.783
4 C 0.769
5 C -0.748
6 C -1.019
7 C -1.120
8 C -0.801

---

Record 4
Formula: C9H14NO4
Source: OMol25
Level of theory: ωB97M-V/def2-TZVPD

Geometry (Å):
1 C -0.6207 -0.0088 -2.6460
2 C -0.0002 -0.2702 -1.4645
3 C 2.9255 0.0818 -0.0608
4 C -1.6714 1.1566 -0.2813
5 C -0.0442 1.3084 2.0268
6 C -0.8324 -2.4452 0.1260
7 C 1.7395 1.1712 0.2008
8 C 0.5195 0.5237 0.8376
9 C -0.5925 0.0971 -0.0781
10 N -1.2066 -1.1331 0.5017
11 O 3.8750 0.4633 -0.7224
12 O -1.5409 2.3303 -0.4476
13 O 2.7277 -1.0600 0.3350
14 O -2.9403 0.5967 -0.3717
15 H -0.0935 -0.1954 -3.5324
16 H -1.6391 0.2380 -2.5375
17 H 0.9520 -0.7471 -1.3422
18 H -0.0642 2.3394 1.8650
19 H 0.7345 1.1541 2.7612
20 H -1.0602 1.0121 2.2632
21 H -1.7138 -2.8911 -0.2151
22 H -0.1021 -2.5139 -0.7082
23 H -0.4548 -3.0139 0.9088
24 H 1.5522 1.6337 -0.6917
25 H 2.2858 1.9207 0.8733
26 H 1.0671 -0.3380 1.3309
27 H -2.7645 -0.4146 -0.4243
28 H -1.0374 -0.9960 1.4935

Properties
E_tot = -19240.2168 eV
Energy relative to the best compared isomer or geometry (same formula, charge and spin) = 0.000 eV
Kohn-Sham gap = 7.549 eV
Structure (SMILES) = C=C[C@](NC)(C(=O)O)[C@H](C)CC(=O)[O-]
Multiplicity = 1
HOMO = -0.160 Eh
Charge = -1

These are the natural (NBO) partial charges, in e, on atoms 1 to 8:
1 C -0.424
2 C -0.138
3 C 0.775
4 C 0.800
5 C -0.616
6 C -0.404
7 C -0.543
8 C -0.262

---

Record 5
Formula: C22H45GdN2OP3Se
Source: OMol25
Level of theory: ωB97M-V/def2-TZVPD

Geometry (Å):
1 Gd -0.1343 -0.0519 0.0929
2 P 1.9359 1.1662 1.5810
3 P -0.8824 2.5411 -0.8269
4 P 2.1542 -0.2769 -1.6587
5 H -1.2621 -4.5322 0.1268
6 C -0.3892 -5.0334 -0.2916
7 C 0.7967 -4.9775 0.3631
8 H 0.9161 -4.3596 1.2969
9 C 1.4666 1.9196 3.2072
10 C 2.6291 2.6845 0.7567
11 C 3.4313 0.2275 2.1353
12 C -2.5102 2.4352 -1.6811
13 C -1.2645 3.7876 0.4628
14 C 0.1229 3.4987 -2.0085
15 C 2.7295 -1.9978 -1.4460
16 C 3.7803 0.5591 -1.6938
17 C 1.8679 -0.2635 -3.4626
18 H -0.5685 -5.6761 -1.1750
19 H 1.7317 -5.4348 -0.0054
20 H 1.3858 1.1325 3.9692
21 H 0.4710 2.3708 3.1227
22 H 2.1593 2.7007 3.5654
23 H 1.8404 3.3180 0.3220
24 H 3.3232 2.4520 -0.0629
25 H 3.1586 3.2717 1.5206
26 H 3.1309 -0.4953 2.9068
27 H 4.2797 0.8148 2.5326
28 H 3.7955 -0.3853 1.2999
29 H -2.8073 3.4491 -1.9790
30 H -3.2791 1.9895 -1.0342
31 H -2.3837 1.8077 -2.5736
32 H -1.8856 4.5755 0.0059
33 H -0.3385 4.2301 0.8558
34 H -1.8158 3.2770 1.2698
35 H -0.5343 4.1556 -2.5903
36 H 0.6183 2.7764 -2.6771
37 H 0.8813 4.1018 -1.4982
38 H 3.3258 -2.2775 -2.3236
39 H 1.8861 -2.6853 -1.3373
40 H 3.3339 -2.0747 -0.5362
41 H 4.5020 0.2364 -2.4834
42 H 4.2222 0.4234 -0.6917
43 H 3.5913 1.6297 -1.8381
44 H 2.7687 -0.7052 -3.9252
45 H 1.7031 0.7538 -3.8455
46 H 0.9719 -0.8574 -3.6861
47 C -1.6144 -1.8511 -2.2444
48 C -2.7339 -1.1907 -2.7284
49 C -3.2411 -1.4252 -3.9922
50 C -2.5991 -2.3644 -4.7826
51 C -1.5102 -3.0780 -4.3406
52 C -0.9665 -2.8156 -3.0925
53 O -0.9615 -1.5085 -1.1117
54 H -1.7628 -0.8070 0.2898
55 H -3.3119 -0.4174 -2.2021
56 H -4.0197 -0.8087 -4.5186
57 H -2.9375 -2.5886 -5.8236
58 H -1.0168 -3.8135 -4.9905
59 H -0.1047 -3.4001 -2.8338
60 C -0.6964 -2.1329 2.7965
61 N -1.1126 -0.9044 3.4767
62 C -0.7641 -0.4819 4.7504
63 C -1.4593 0.6587 5.0121
64 N -2.2704 0.9109 3.9012
65 C -3.2256 2.0222 3.7707
66 C -1.9683 0.0127 2.9314
67 Se -2.7716 0.0153 1.2597
68 H -0.8389 -2.9898 3.4979
69 H 0.3722 -2.0767 2.4917
70 H -1.3394 -2.2855 1.9019
71 H -0.1104 -1.0784 5.3616
72 H -1.4736 1.2754 5.8961
73 H -3.7068 2.1651 4.7671
74 H -2.7142 2.9566 3.4798
75 H -3.9961 1.7997 3.0148

Properties
E_tot = -142591.7255 eV
Energy relative to the best compared isomer or geometry (same formula, charge and spin) = 2.025 eV
Kohn-Sham gap (spin up / spin down) = 6.478 / 4.162 eV
Multiplicity = 8
HOMO (spin up / spin down) = -0.587 / -0.580 Eh
Charge = +3
⟨S²⟩ = 16.066

These are the Mulliken partial charges, in e, on atoms 1 to 8:
1 Gd -0.661
2 P 0.927
3 P 1.108
4 P 1.019
5 H 0.194
6 C -0.362
7 C -0.475
8 H 0.113

---

Let's list strongest force on any atom in order: 4.48 1.70 2.07 4.01 4.21 eV Å⁻¹.